No. 1
The following is a DFT calculation (ωB97M-V with the def2-TZVPD basis set) of a molecular structure, C6H16N2PS at a distorted geometry.

HOMO level (alpha / beta)	-9.84 / -13.04	eV
LUMO energy (alpha / beta)	-2.462 / -5.726	eV
<S²>	2.01
E	-29573.545	eV
charge	+1
multiplicity	3

Structure (XYZ):
```
26
Properties=species:S:1:pos:R:3:forces:R:3:lowdin_charge:R:1
C -1.72559 1.14858 0.81839 -3.7 -0.6 -1.5 -0.119
C -1.81097 -0.31301 1.14317 0.6 -1.3 1.9 -0.118
C -1.87363 0.65563 -0.65269 -0.2 0.9 -1.7 -0.495
C 3.81795 0.27488 -0.35408 1.2 -3.0 -0.6 -0.104
C 2.62571 -0.00989 1.69278 0.3 0.9 5.4 -0.080
C -1.99039 -2.00381 -0.69775 -2.2 1.9 -0.9 0.009
N 2.67456 -0.21417 0.38342 0.1 -0.5 -3.4 -0.714
N -1.41886 -0.73689 -0.23220 0.5 0.6 0.0 -0.225
P -0.62107 1.35886 -1.87487 -0.3 2.4 -0.1 0.848
S 1.53248 -1.05603 -0.38987 0.5 -0.8 -0.4 0.843
H -2.52432 1.82422 1.17827 0.5 -0.6 -0.1 0.141
H -0.81709 1.59567 0.91218 2.6 1.1 0.7 0.055
H -1.14420 -0.71414 1.94556 -0.7 0.1 -0.6 0.145
H -2.86345 -0.64023 1.23000 0.6 0.1 0.4 0.147
H -2.87036 0.58088 -1.15582 0.6 0.2 0.8 0.133
H 4.42220 -0.63279 -0.85215 -0.9 1.9 1.6 0.143
H 3.42022 0.75493 -1.19789 -0.1 1.4 -1.0 0.050
H 4.37296 0.86305 0.36299 0.5 0.3 -0.6 0.083
H 3.53161 0.32781 2.22637 -0.6 -0.4 -0.6 0.080
H -0.14161 2.61094 -1.12998 -0.6 -1.8 -0.6 -0.032
H 1.78061 -0.27936 2.31651 0.0 0.0 -0.5 0.047
H -3.09972 -1.89128 -0.82807 0.9 -0.3 0.8 0.134
H -1.69492 -2.21144 -1.67169 1.0 -0.1 -1.9 0.080
H -1.67188 -2.81479 -0.12919 0.3 -1.2 1.5 0.091
H -0.35952 -0.68193 -0.42646 -1.2 -0.6 1.1 -0.068
H -1.55075 2.20430 -2.61689 0.5 -0.7 0.3 -0.076
```
Positions in Å, forces in eV/Å.

***

No. 2
The following is a DFT calculation (ωB97M-V with the def2-TZVPD basis set) of 2 unconnected molecules or ions with the total composition C6H16N2S at a distorted geometry.

HOMO level (alpha / beta)	-18.63 / -18.05	eV
LUMO energy (alpha / beta)	-10.353 / -10.295	eV
relative energy (zero: lowest compared OMol25 entry of this formula, charge and spin)	1.719	eV
E	-20274.623	eV
charge	+2

Structure (XYZ):
```
25
Properties=species:S:1:pos:R:3:forces:R:3:lowdin_charge:R:1
C -0.61862 -0.99835 -0.13155 -0.1 -1.2 0.6 -0.287
C -1.25170 -2.75904 1.42430 -0.9 0.8 -3.1 0.040
C -0.48547 -0.60610 2.25791 0.9 -1.0 0.6 0.042
C 2.03725 0.71423 -0.91901 -0.4 0.8 -3.0 0.016
C -0.00821 0.94709 -2.31197 2.5 -0.1 -3.0 -0.085
C 0.25973 2.19599 -0.14832 -0.8 2.0 -0.3 -0.003
N -0.71371 -1.44579 1.06379 0.0 1.0 -1.5 -0.179
N 0.64690 1.11698 -1.07322 -0.7 1.5 0.5 -0.200
S -0.91580 -1.83789 -1.61228 0.1 -0.6 1.0 1.032
H -0.57392 -3.50180 1.25104 2.2 -1.9 -0.5 0.103
H -2.11662 -3.00037 0.84325 -0.7 0.1 -0.3 0.117
H -1.44178 -2.70596 2.39805 -1.2 -0.1 3.8 0.060
H -0.49798 -1.32999 3.09495 0.2 0.9 -0.3 0.120
H -1.33319 0.04436 2.34034 -0.2 0.7 0.2 0.119
H 0.50281 -0.14823 2.19808 -0.3 0.3 0.1 0.112
H 2.26872 1.05352 0.02430 1.2 -0.2 2.2 0.075
H 2.11719 -0.30941 -1.21028 0.4 -0.9 0.4 0.107
H 2.69794 1.27696 -1.65745 -0.9 -0.4 0.7 0.165
H 0.81976 1.14061 -3.10791 -1.1 -0.5 1.0 0.170
H -0.21486 -0.14767 -2.49844 0.2 1.2 0.0 -0.008
H -0.79693 1.60315 -2.68587 -0.3 0.0 1.2 0.129
H 1.05624 3.04615 -0.06268 -1.2 -1.7 -0.3 0.169
H -0.71147 2.66710 -0.46018 1.0 -0.5 -0.1 0.126
H 0.03615 1.80624 0.83869 0.5 -0.2 0.2 0.076
H -2.03359 -1.14600 -1.84368 -0.4 0.1 -0.1 -0.017
```
Positions in Å, forces in eV/Å.

***

Q: Look up the charge of the first one.
A: +1

***

Q: Which value of E does entry 2 give?
A: -20274.623 eV